Record 1
Computed, not measured: a 2-piece molecular cluster, C4H7NO overall at a distorted geometry, with ωB97M-V/def2-TZVPD.

## Properties
* charge: 0
* HOMO energy: -9.80 eV
* relative energy (zero: lowest compared OMol25 entry of this formula, charge and spin): 2.068 eV
* total energy: -286.5556 Ha

Geometry as XYZ:
```
13
Properties=species:S:1:pos:R:3:forces:R:3
O -3.127 -0.011 0.510 0.9 0.6 -0.6
C -2.290 0.544 -0.021 -1.6 -0.4 0.5
C -0.101 0.441 1.571 0.3 -0.1 0.2
N 0.683 -0.389 1.029 -0.2 0.3 0.3
C 0.403 -0.625 -1.287 0.0 -0.1 -0.2
C 1.295 0.027 -0.225 0.0 0.0 -0.1
H -0.627 -0.567 -0.931 0.2 -0.1 -0.2
H -0.736 0.113 2.396 0.3 0.1 0.1
H -0.221 1.478 1.224 0.1 -0.2 0.0
H 0.418 -0.113 -2.252 0.3 -0.1 0.0
H 0.648 -1.684 -1.398 0.0 0.1 -0.1
H 2.328 -0.338 -0.273 -0.3 0.0 0.0
H 1.326 1.124 -0.343 -0.1 -0.2 0.1
```
Positions in Å, forces in eV/Å.

So, what does the Löwdin scheme give us? The charges, in e, come out as:
1. O 0.071
2. C 0.018
3. C -0.139
4. N -0.041
5. C -0.106
6. C -0.295
7. H -0.006
8. H 0.072
9. H 0.069
10. H 0.074
11. H 0.075
12. H 0.103
13. H 0.102

Record 2
Computed, not measured: one molecule with the formula C8H18NO3P at a distorted geometry, with ωB97M-V/def2-TZVPD.

## Properties
* charge: 0
* HOMO energy: -8.31 eV
* relative energy (zero: lowest compared OMol25 entry of this formula, charge and spin): 1.748 eV
* total energy: -937.4225 Ha

Geometry as XYZ:
```
31
Properties=species:S:1:pos:R:3:forces:R:3
C 1.119 -0.917 -1.671 -1.1 0.1 1.1
C 0.792 0.329 -0.746 0.1 0.0 0.1
C -0.196 -1.340 -2.230 0.2 0.9 -1.9
C 0.266 1.551 -1.488 -0.2 -0.5 -4.4
C 2.145 0.614 -0.065 -2.8 -1.0 1.9
C -0.527 -0.669 -3.587 0.0 -0.4 -3.6
C -1.929 0.520 3.019 -0.5 0.1 -1.3
C 0.378 -0.002 3.590 1.5 -0.3 0.6
N -0.714 -0.184 2.667 -0.6 0.5 1.6
O -1.951 -1.308 0.839 -1.4 -0.3 1.9
O -0.299 0.147 0.165 1.4 0.1 -0.7
O -0.978 -2.059 -1.662 -0.1 -0.1 -0.1
P -0.444 -1.042 1.319 1.0 -0.7 -1.9
H 1.943 -0.777 -2.365 -0.4 0.6 -0.4
H 1.508 -1.633 -0.981 -0.1 -0.9 0.6
H -0.014 2.451 -1.018 0.1 0.7 1.7
H -0.691 1.299 -2.046 1.0 -0.1 0.8
H 0.905 1.923 -2.362 -0.2 -0.7 1.1
H 1.918 1.605 0.122 0.6 2.3 1.5
H 2.828 0.616 -0.833 2.2 -0.4 -1.2
H 2.322 0.015 0.888 0.0 0.7 -1.6
H -1.483 -0.099 -3.686 0.5 -0.7 0.7
H -0.636 -1.480 -4.463 0.2 1.3 2.2
H 0.235 0.047 -4.085 -0.8 -1.2 1.5
H -1.798 1.582 2.707 -0.5 -0.5 0.3
H -2.794 0.043 2.427 1.1 0.9 1.3
H -1.996 0.459 4.113 -0.6 0.1 -0.3
H 1.256 -0.496 3.089 -0.5 0.5 0.7
H 0.683 1.115 3.781 -0.8 -2.0 -0.3
H 0.210 -0.596 4.572 0.2 1.3 -1.3
H -2.059 -1.713 -0.011 0.4 -0.4 -0.8
```
Positions in Å, forces in eV/Å.

So, what does the Löwdin scheme give us? The charges, in e, come out as:
1. C -0.075
2. C -0.570
3. C -0.437
4. C -0.038
5. C -0.012
6. C -0.047
7. C -0.110
8. C -0.175
9. N -0.451
10. O -0.236
11. O -0.282
12. O 0.067
13. P 0.806
14. H 0.128
15. H 0.106
16. H 0.065
17. H 0.090
18. H 0.113
19. H 0.053
20. H 0.056
21. H 0.108
22. H 0.079
23. H 0.121
24. H 0.094
25. H 0.087
26. H 0.099
27. H 0.077
28. H 0.046
29. H 0.114
30. H 0.102
31. H 0.023

Record 3
Computed, not measured: a 2-piece molecular cluster, C25H28N4O4 overall at a distorted geometry, with ωB97M-V/def2-TZVPD.

## Properties
* charge: 0
* HOMO energy: -7.83 eV
* relative energy (zero: lowest compared OMol25 entry of this formula, charge and spin): 3.221 eV
* total energy: -1489.4705 Ha

Geometry as XYZ:
```
61
Properties=species:S:1:pos:R:3:forces:R:3
C -5.947 4.783 -0.382 0.2 -0.6 0.2
O -5.656 3.564 0.341 0.1 0.1 -0.6
C -4.450 2.967 0.146 0.8 0.1 0.1
C -4.147 1.848 0.963 -0.5 0.7 -0.3
C -2.851 1.393 1.045 0.7 -0.1 -0.3
C -1.802 2.008 0.317 -0.9 0.4 -0.1
C -0.421 1.617 0.530 -0.1 1.8 0.1
C 0.619 2.511 0.460 -0.2 -0.1 0.0
C 1.950 1.972 0.183 0.7 -1.1 0.1
O 2.177 0.781 -0.037 -0.1 1.4 0.2
N 3.020 2.882 0.163 -0.6 0.5 -0.1
C 4.324 2.333 -0.125 0.3 -0.3 -0.1
C 2.888 4.276 0.152 0.2 0.2 -0.1
O 3.838 5.035 -0.020 -1.1 -1.0 0.2
N 1.591 4.762 0.358 0.4 -0.8 0.1
C 1.496 6.200 0.493 0.0 0.4 0.2
C 0.500 3.957 0.758 -1.0 0.9 0.0
O -0.463 4.484 1.311 1.1 -0.6 -0.7
C -2.163 3.010 -0.623 0.4 -0.6 0.4
C -3.465 3.459 -0.748 -0.6 0.0 0.5
H -6.929 5.080 -0.012 0.2 0.0 -0.1
H -5.207 5.568 -0.168 -0.1 -0.3 0.0
H -5.989 4.594 -1.464 0.0 0.1 0.3
H -4.950 1.412 1.554 0.2 0.1 0.0
H -2.589 0.571 1.713 -0.2 0.2 -0.1
H -0.209 0.600 0.820 0.2 -0.5 -0.5
H 5.041 3.146 -0.068 0.0 -0.1 0.0
H 4.543 1.551 0.604 0.1 0.1 -0.2
H 4.322 1.888 -1.126 0.1 0.0 0.2
H 0.448 6.485 0.441 0.1 0.0 0.0
H 1.920 6.517 1.453 -0.1 0.1 -0.2
H 2.073 6.661 -0.309 -0.1 0.0 0.1
H -1.387 3.437 -1.265 -0.2 -0.1 0.2
H -3.713 4.233 -1.479 0.1 -0.3 0.3
C 0.338 -4.657 -2.832 0.2 0.2 0.0
C -0.343 -3.381 -2.331 -0.4 -0.1 -0.5
C 0.117 -2.955 -0.976 0.2 0.5 0.7
C 0.738 -3.882 -0.103 -0.4 0.6 0.3
N 0.987 -5.169 -0.505 0.4 -0.3 -0.2
C 0.451 -5.704 -1.738 -0.3 0.0 0.0
C 1.400 -6.204 0.418 -0.2 -0.1 0.2
C 2.238 -5.680 1.570 0.2 0.2 -0.1
C 1.658 -4.405 2.194 0.1 -0.2 0.6
C 1.078 -3.445 1.201 -0.2 0.7 -0.4
C 0.808 -2.106 1.536 -0.2 -0.7 -0.8
N 0.203 -1.239 0.712 0.3 -0.6 0.3
C -0.097 -1.644 -0.520 0.3 -1.0 0.3
H -0.233 -5.082 -3.661 0.1 0.0 0.0
H 1.338 -4.415 -3.210 -0.1 0.0 0.1
H -0.163 -2.566 -3.042 -0.1 -0.1 0.0
H -1.434 -3.544 -2.311 0.2 0.1 0.0
H -0.539 -6.159 -1.550 0.1 0.1 0.0
H 1.114 -6.518 -2.059 -0.1 0.1 0.0
H 0.513 -6.737 0.809 0.1 0.1 0.0
H 1.975 -6.943 -0.157 -0.1 0.1 0.2
H 2.303 -6.464 2.330 0.1 0.1 -0.1
H 3.257 -5.484 1.219 -0.1 0.0 0.0
H 0.881 -4.692 2.923 0.2 0.1 -0.2
H 2.444 -3.899 2.767 -0.2 -0.1 0.0
H 1.090 -1.721 2.519 -0.1 -0.2 -0.2
H -0.534 -0.893 -1.184 0.0 -0.2 0.1
```
Positions in Å, forces in eV/Å.

So, what does the Löwdin scheme give us? The charges, in e, come out as:
1. C -0.059
2. O -0.084
3. C -0.255
4. C 0.000
5. C -0.013
6. C -0.198
7. C 0.072
8. C -0.035
9. C -0.358
10. O 0.072
11. N 0.013
12. C -0.019
13. C -0.408
14. O 0.073
15. N 0.012
16. C -0.021
17. C -0.345
18. O 0.079
19. C -0.020
20. C -0.008
21. H 0.091
22. H 0.098
23. H 0.093
24. H 0.118
25. H 0.122
26. H 0.073
27. H 0.086
28. H 0.098
29. H 0.102
30. H 0.089
31. H 0.106
32. H 0.093
33. H 0.126
34. H 0.107
35. C -0.168
36. C -0.153
37. C -0.130
38. C -0.106
39. N -0.085
40. C -0.173
41. C -0.173
42. C -0.167
43. C -0.150
44. C -0.130
45. C -0.078
46. N 0.009
47. C -0.088
48. H 0.112
49. H 0.120
50. H 0.118
51. H 0.125
52. H 0.132
53. H 0.120
54. H 0.131
55. H 0.120
56. H 0.112
57. H 0.118
58. H 0.123
59. H 0.118
60. H 0.120
61. H 0.124

Record 4
Computed, not measured: a 15-piece molecular cluster, C52H87N11O8 overall at a distorted geometry, with ωB97M-V/def2-TZVPD.

## Properties
* charge: 0
* HOMO energy: -7.51 eV
* total energy: -3237.7938 Ha

Geometry as XYZ:
```
158
Properties=species:S:1:pos:R:3:forces:R:3
C -3.206 2.512 1.101 -0.7 1.1 -0.7
C -3.921 3.738 0.508 1.8 0.8 -0.8
O -3.363 4.523 -0.279 -1.2 -1.6 1.6
C -5.337 3.988 0.988 0.9 0.7 -1.3
H -3.933 1.712 0.962 0.4 -0.4 0.2
H -3.038 2.695 2.163 -0.1 -0.1 0.1
H -2.256 2.334 0.598 -0.3 -0.1 0.0
H -5.932 3.075 0.987 0.0 0.2 0.6
H -5.702 4.693 0.241 -0.5 0.0 0.1
H -5.219 4.555 1.912 -0.5 -0.5 0.4
C -1.756 2.966 -2.562 -0.9 -1.0 -0.2
C -2.012 2.381 -3.954 2.1 0.6 -0.2
O -1.038 2.169 -4.674 -1.7 -0.2 0.2
C -3.467 2.092 -4.349 0.5 0.1 -0.3
H -1.886 4.046 -2.495 -0.5 -0.1 0.0
H -0.792 2.731 -2.109 0.2 -0.1 -0.7
H -2.486 2.389 -1.993 -0.2 0.7 0.8
H -3.524 1.369 -5.163 0.2 -0.3 0.2
H -3.935 2.975 -4.783 0.1 0.4 0.3
H -4.060 1.787 -3.487 0.1 0.0 -0.1
C 1.183 5.403 2.361 -0.5 -0.6 -0.2
C 0.322 4.245 1.817 1.3 -1.1 0.5
O -0.293 3.549 2.608 -0.2 0.4 0.1
C 0.422 3.811 0.378 -0.4 0.8 0.3
H 1.180 6.296 1.736 -0.6 0.2 0.2
H 2.249 5.180 2.412 0.1 -0.7 -0.1
H 0.829 5.494 3.388 0.1 0.7 -0.1
H 1.422 3.420 0.191 0.1 0.3 0.0
H 0.235 4.725 -0.185 0.2 -0.2 -0.6
H -0.317 3.045 0.145 0.1 0.2 0.1
C 3.197 -1.327 -3.673 0.4 -0.5 -0.2
C 4.115 -2.392 -4.231 -0.2 -1.1 1.0
O 3.819 -3.581 -4.178 0.3 1.1 -0.5
C 5.499 -1.904 -4.647 -0.6 -0.5 0.9
H 2.360 -1.767 -3.132 0.0 0.0 -0.4
H 2.909 -0.666 -4.491 -0.3 0.2 0.2
H 3.793 -0.765 -2.954 -0.1 0.2 -0.1
H 6.155 -2.755 -4.828 -0.2 0.2 -0.8
H 5.918 -1.465 -3.742 -0.1 0.4 0.1
H 5.400 -1.115 -5.393 0.4 -0.3 -0.2
C -0.371 -3.834 -2.790 0.0 -1.0 -0.3
C -1.562 -4.688 -2.270 0.8 2.2 2.9
O -1.908 -4.539 -1.058 0.2 -0.4 -3.0
N -2.204 -5.469 -3.149 -0.3 -1.0 -0.5
C -3.467 -6.107 -2.849 -0.4 0.6 0.5
H 0.411 -3.793 -2.033 -0.1 -0.1 0.0
H -0.583 -2.806 -3.085 -0.8 0.0 0.4
H 0.045 -4.229 -3.717 0.1 -0.4 0.1
H -1.740 -5.903 -3.934 0.4 0.8 0.0
H -3.665 -6.025 -1.781 0.2 -0.4 0.0
H -3.493 -7.135 -3.210 0.0 0.1 0.2
H -4.261 -5.516 -3.307 -0.2 -0.2 -0.3
C -0.944 0.010 1.928 -1.7 -0.4 -0.1
C 0.039 -0.003 0.777 0.6 0.9 0.3
O 1.214 0.299 1.019 -0.2 -0.3 -0.5
N -0.437 -0.278 -0.466 -0.2 0.7 1.1
C 0.308 -0.179 -1.681 0.9 -0.7 -1.3
H -0.781 0.731 2.729 0.8 -0.1 -0.3
H -1.123 -0.972 2.366 0.7 -0.3 0.1
H -1.959 0.246 1.609 0.0 0.1 -0.5
H -1.443 -0.314 -0.549 -0.2 -0.1 -0.1
H 1.318 0.224 -1.614 -0.1 -0.1 0.7
H -0.120 0.383 -2.511 -0.7 0.5 0.5
H 0.390 -1.168 -2.133 0.3 -0.2 0.2
C -4.145 -1.236 -2.760 0.3 -0.8 -1.0
C -4.009 -1.035 -1.293 1.5 2.3 0.2
O -3.300 -0.109 -0.867 0.1 0.1 -0.3
N -4.643 -1.787 -0.428 -1.4 -2.2 -0.9
C -4.453 -1.661 0.984 0.2 0.4 0.5
H -5.119 -0.972 -3.172 -0.1 0.1 0.2
H -3.935 -2.266 -3.049 -0.3 -0.3 0.2
H -3.373 -0.696 -3.307 -0.1 0.4 0.4
H -5.100 -2.580 -0.855 -0.1 -0.1 0.6
H -4.705 -0.623 1.202 0.3 -0.1 0.5
H -3.418 -1.884 1.244 0.1 0.2 0.1
H -5.075 -2.323 1.586 -0.2 0.0 -0.5
C 2.727 -3.095 3.157 -0.5 0.1 0.1
C 1.313 -3.261 3.692 0.6 -1.3 1.4
O 1.190 -3.416 4.906 0.2 0.7 0.5
N 0.214 -3.486 2.967 -0.9 0.5 -1.7
C 0.148 -3.600 1.501 0.6 0.5 0.7
H 3.027 -2.048 3.109 -0.2 0.1 -0.3
H 2.896 -3.592 2.202 0.1 0.1 0.0
H 3.320 -3.519 3.968 0.1 -0.2 -0.3
H -0.594 -3.632 3.556 -0.1 -0.2 -0.3
H 0.687 -2.743 1.096 0.4 -0.2 -0.2
H -0.835 -3.511 1.040 -0.2 -0.4 0.6
H 0.629 -4.542 1.237 -0.1 0.1 -0.5
N 3.240 2.028 -4.870 -0.5 0.3 0.4
C 4.372 1.596 -4.225 -0.4 1.0 1.7
C 4.168 1.818 -2.835 -0.3 -0.6 -2.2
C 2.842 2.325 -2.710 0.2 0.0 0.1
C 2.295 2.493 -3.962 0.8 -0.8 -0.2
H 3.026 1.934 -5.852 0.3 0.1 0.2
H 5.237 1.276 -4.787 -0.1 -0.1 0.1
H 4.813 1.516 -2.024 0.1 0.1 -0.1
H 2.349 2.493 -1.764 0.0 0.3 -0.1
H 1.332 2.843 -4.305 0.0 -0.1 0.1
N -4.219 -2.492 4.840 -1.4 -0.1 0.0
C -4.124 -3.799 5.202 0.2 -0.5 0.0
C -2.797 -4.042 5.463 0.2 -1.0 0.4
C -2.073 -2.857 5.254 -0.6 1.0 0.4
C -3.015 -1.907 4.925 1.4 1.0 -0.6
H -5.098 -2.091 4.547 0.4 0.3 0.2
H -5.015 -4.408 5.245 0.2 -0.1 0.0
H -2.348 -4.940 5.859 -0.3 -0.1 -0.2
H -1.035 -2.643 5.461 0.0 -0.3 -0.1
H -2.848 -0.860 4.723 -0.3 0.0 -0.1
N 1.604 1.841 4.481 1.4 -0.8 0.1
C 2.482 2.476 5.315 0.5 -0.4 0.4
C 3.613 1.645 5.464 -0.3 3.1 1.2
C 3.485 0.576 4.629 -1.8 -1.8 -1.0
C 2.205 0.663 4.087 -0.4 -0.1 -0.6
H 0.706 2.191 4.177 0.2 0.0 -0.1
H 2.220 3.435 5.737 0.2 -0.1 0.1
H 4.415 1.842 6.160 0.1 0.1 -0.2
H 4.126 -0.286 4.516 0.0 0.2 0.0
H 1.656 -0.025 3.461 0.2 0.1 -0.1
N -4.310 2.857 6.599 0.7 -0.3 -1.4
C -3.546 1.732 6.378 0.1 -1.1 0.9
C -2.656 1.921 5.325 -0.7 -0.3 1.3
C -2.899 3.208 4.892 -1.3 2.5 -0.4
C -3.967 3.748 5.623 1.0 0.2 -0.3
H -4.989 3.067 7.317 0.2 -0.6 -0.2
H -3.678 0.877 7.025 0.1 0.0 -0.1
H -1.883 1.280 4.927 -0.2 -0.2 0.3
H -2.348 3.791 4.169 0.0 -0.2 -0.2
H -4.481 4.694 5.536 0.2 0.0 0.0
N 0.001 -2.389 -7.381 -0.3 -0.5 -0.6
C -1.065 -1.597 -7.732 0.1 -0.7 0.3
C -1.289 -0.813 -6.634 -2.1 2.0 -1.3
C -0.330 -0.986 -5.677 1.7 -2.1 0.8
C 0.418 -2.074 -6.140 0.7 0.6 1.0
H 0.279 -3.230 -7.866 0.1 0.4 0.0
H -1.552 -1.716 -8.689 -0.1 0.1 0.2
H -2.083 -0.091 -6.512 0.0 0.1 -0.4
H -0.215 -0.460 -4.741 0.0 -0.1 -0.1
H 1.228 -2.638 -5.701 0.1 0.2 0.1
N 3.581 -0.998 0.062 0.8 -1.2 -0.9
C 4.935 -0.806 -0.075 -0.3 -1.1 -0.6
C 5.467 -1.956 -0.721 -0.2 2.3 1.1
C 4.393 -2.831 -0.925 0.5 -0.5 -0.4
C 3.252 -2.226 -0.494 -0.5 0.6 0.6
H 2.927 -0.348 0.474 -0.3 0.0 0.0
H 5.306 0.136 0.301 0.5 -0.2 -0.2
H 6.485 -2.081 -1.060 0.0 -0.1 0.3
H 4.546 -3.812 -1.351 -0.5 0.1 -0.1
H 2.229 -2.557 -0.598 0.0 0.1 0.3
N 4.226 2.824 2.262 0.9 0.5 -1.9
C 3.982 2.806 0.879 -0.3 -0.6 1.1
C 4.871 3.646 0.233 -1.7 -0.9 -0.6
C 5.583 4.281 1.209 2.2 -0.7 3.8
C 5.313 3.638 2.478 -1.0 1.4 -2.1
H 3.671 2.349 2.959 0.2 -0.2 0.0
H 3.212 2.146 0.507 0.0 0.0 -0.1
H 4.980 3.729 -0.838 -0.2 0.2 0.1
H 6.398 4.983 1.110 0.0 0.0 -0.2
H 5.754 3.778 3.454 -0.2 0.1 -0.1
```
Positions in Å, forces in eV/Å.

Here are the Löwdin charges for atoms 1 to 99, given in e:
1. C -0.018
2. C -0.443
3. O 0.024
4. C -0.018
5. H 0.062
6. H 0.067
7. H 0.054
8. H 0.081
9. H 0.080
10. H 0.089
11. C -0.017
12. C -0.432
13. O 0.027
14. C -0.012
15. H 0.091
16. H 0.060
17. H 0.056
18. H 0.067
19. H 0.088
20. H 0.069
21. C 0.004
22. C -0.436
23. O 0.015
24. C -0.001
25. H 0.080
26. H 0.074
27. H 0.080
28. H 0.058
29. H 0.096
30. H 0.055
31. C -0.035
32. C -0.477
33. O 0.030
34. C -0.013
35. H 0.061
36. H 0.079
37. H 0.062
38. H 0.084
39. H 0.073
40. H 0.073
41. C 0.012
42. C -0.482
43. O -0.022
44. N 0.000
45. C -0.071
46. H 0.072
47. H 0.054
48. H 0.068
49. H 0.140
50. H 0.078
51. H 0.087
52. H 0.077
53. C 0.013
54. C -0.493
55. O -0.015
56. N 0.067
57. C -0.063
58. H 0.067
59. H 0.070
60. H 0.047
61. H 0.082
62. H 0.074
63. H 0.069
64. H 0.045
65. C 0.018
66. C -0.537
67. O -0.015
68. N 0.026
69. C -0.049
70. H 0.094
71. H 0.078
72. H 0.075
73. H 0.149
74. H 0.084
75. H 0.085
76. H 0.088
77. C 0.021
78. C -0.546
79. O -0.006
80. N 0.029
81. C -0.058
82. H 0.060
83. H 0.070
84. H 0.087
85. H 0.100
86. H 0.052
87. H 0.064
88. H 0.090
89. N 0.003
90. C -0.144
91. C -0.101
92. C -0.119
93. C -0.105
94. H 0.147
95. H 0.101
96. H 0.080
97. H 0.070
98. H 0.091
99. N -0.001